# C6H12O

A cluster of 2 separate species, C6H12O in total at a distorted geometry (ωB97M-V with the def2-TZVPD basis set, the OMol25 dataset).

Geometry (Å):
C 2.7561 -0.5790 2.5537
C 1.4398 0.0613 2.1007
C -1.2678 -1.3544 -1.3092
C -1.5784 -1.2685 -0.0080
C -0.6595 -0.6822 1.0123
C 0.6600 -0.7186 1.0646
H 3.0783 -1.3376 1.8504
H 3.5040 0.2044 2.6865
H 2.6909 -1.0621 3.5296
H 0.7627 0.2548 2.9299
H 1.6808 1.0312 1.6489
H -1.9846 -1.2716 -2.1113
H -0.1953 -1.3696 -1.4625
H -2.5899 -1.3792 0.3856
H -1.2201 -0.1300 1.7580
H 1.2664 -1.1630 0.2851
H -3.3755 3.6314 -5.1029
H -2.4496 3.7406 -6.3538
O -2.5181 3.3921 -5.4575

Computed properties:
orbital gap	9.50	eV
HOMO level	-8.47	eV
relative energy (zero: lowest compared OMol25 entry of this formula, charge and spin)	2.136	eV

Mulliken atomic charge list, values in e, 5 entries: number 1, C, carries -1.06; number 2, C, carries -0.24; number 3, C, carries -0.56; number 4, C, carries -0.39; number 5, C, carries -0.17

# C6H14N3S

A cluster of 2 separate species, C6H14N3S in total at a distorted geometry (ωB97M-V with the def2-TZVPD basis set, the OMol25 dataset).

Geometry (Å):
C 0.4702 -0.1090 0.0009
C 0.0369 2.1696 -1.6681
C -0.7901 1.9833 -0.3133
C 0.2489 0.7730 -2.3727
C -0.1255 1.1554 2.0327
C 0.9607 -3.7137 0.8386
N -0.1225 1.0143 0.5443
N 0.7146 -0.2122 -1.3065
N -1.0568 -2.2938 1.6489
S -0.6872 -3.6173 0.8720
H -0.3313 2.8735 -2.3934
H 1.0576 2.5208 -1.3649
H -0.7210 2.9273 0.3028
H -1.8296 1.6103 -0.6776
H -0.7176 0.4335 -2.7037
H 1.0410 0.8473 -3.0759
H -1.0929 1.3787 2.4109
H 0.2071 0.1117 2.4703
H 0.5510 1.8667 2.3944
H 0.4401 -0.9113 0.6797
H 1.6391 -3.1117 1.6036
H 1.2713 -4.4128 0.0588
H 0.8572 -1.1720 -1.5599
H -2.0214 -2.1115 1.5783

Computed properties:
orbital gap	8.49	eV
HOMO level	-12.13	eV
relative energy (zero: lowest compared OMol25 entry of this formula, charge and spin)	3.100	eV
total charge	+1

Mulliken atomic charge list, values in e, 5 entries: number 1, C, carries 0.24; number 2, C, carries -0.74; number 3, C, carries -0.47; number 4, C, carries -0.48; number 5, C, carries -0.99

Let's list total energy in order: -310.9808 -799.1331 a.u..